(1)
# C7H11N

An isolated molecule of C7H11N in a non-equilibrium geometry (ωB97M-V with the def2-TZVPD basis set, the Open Molecules 2025 dataset).

Last column: natural (NBO) charge in e.
Cartesian coordinates (Å):
C (0.13144, -0.39205, 0.68021)  -0.084
H (-1.36278, -0.75648, -1.49326)  0.218
H (0.76821, -2.31831, 1.29026)  0.200
H (-2.81917, -0.66002, -0.48496)  0.224
C (-1.15624, 0.45924, 0.30912)  0.295
C (-1.95780, -0.09882, -0.85633)  -0.688
C (0.58921, 1.39525, -0.58529)  -0.415
N (-1.75991, 1.12074, 1.26854)  -0.692
H (-2.76487, 1.18150, 1.08948)  0.323
H (-2.33328, 0.73424, -1.45635)  0.223
H (-0.92947, -1.78492, 1.85179)  0.219
H (2.84396, -0.01069, -1.29247)  0.231
C (1.18606, 0.27657, 0.02774)  0.053
H (0.98296, 1.75241, -1.53973)  0.188
H (0.24241, 2.24845, -0.01371)  0.254
H (2.54820, -1.38613, -0.22716)  0.215
C (2.52720, -0.29517, -0.28248)  -0.656
C (-0.01584, -1.56916, 1.30777)  -0.348
H (3.27970, 0.10334, 0.40681)  0.239

Computed properties:
Frontier orbital gap (eV): 7.81
HOMO energy (eV): -8.1569
Structure (SMILES): [H]/N=C(\C)C(=C)C(=C)C

***

(2)
# C7H11N

A structure of composition C7H11N in a non-equilibrium geometry (ωB97M-V with the def2-TZVPD basis set, the Open Molecules 2025 dataset).

Last column: Mulliken spin population.
Cartesian coordinates (Å):
H (2.24642, 0.23188, 2.36279)  0.020
H (-1.69429, 1.18296, 0.97809)  -0.009
H (2.99835, -0.23747, 0.79489)  -0.014
C (0.44608, -1.02954, 0.77332)  0.287
C (-0.02959, -1.47849, -0.69354)  -0.199
C (1.08769, 0.77249, 0.64332)  0.011
H (-1.61779, 2.95710, -0.81198)  0.000
H (-1.26831, 1.84024, -2.01350)  -0.001
H (0.82488, -1.45730, -1.42209)  0.014
H (-2.12615, 0.15748, -0.50708)  -0.003
C (-0.06817, 0.13244, 0.14674)  0.072
C (2.36438, 0.50526, 1.33438)  -0.007
H (3.01828, 1.40284, 1.39870)  0.013
H (-1.63659, -2.74369, -0.49251)  -0.020
N (-1.23433, -2.11319, -1.13924)  0.822
C (-1.38355, 0.83002, -0.04875)  0.006
C (-1.09362, 2.05627, -1.04056)  -0.001
H (-0.09718, 2.20174, -0.69038)  0.005
H (0.05335, -1.47424, 1.68827)  0.004

Computed properties:
Frontier orbital gap (spin up / spin down) (eV): 8.42 / 7.03
HOMO energy (spin up / spin down) (eV): -14.5447 / -14.4038
Multiplicity: 2
⟨S²⟩: 0.85
Total charge: +1

***

(3)
# C7H11N2

The ion C7H11N2 with charge +1 in a non-equilibrium geometry (ωB97M-V with the def2-TZVPD basis set, the Open Molecules 2025 dataset).

Last column: Mulliken spin population.
Cartesian coordinates (Å):
H (2.10123, -2.60823, -0.52963)  0.029
H (3.47450, -0.83011, -0.18619)  0.017
N (-0.42840, 1.96491, -0.46099)  0.008
H (-0.27127, -2.56785, -0.03791)  0.034
H (-2.09376, 0.71704, -0.84944)  -0.006
C (0.17001, -1.64832, -0.17041)  0.635
N (-1.77058, -0.31882, -0.72729)  0.066
H (-1.55661, 0.52837, 1.90803)  0.007
C (0.12768, 0.95173, 0.29732)  -0.011
H (-0.04275, 2.84800, -0.09112)  0.000
C (-0.48777, -0.43008, 0.15490)  -0.059
H (2.69760, 1.41408, 0.84540)  0.020
H (0.15139, -0.08788, 2.17400)  -0.004
C (-0.57072, 0.25548, 1.45275)  0.124
H (-1.48331, -0.63254, -1.62598)  -0.020
C (1.49866, -1.71024, -0.34486)  0.399
H (-2.59285, -0.86269, -0.25283)  -0.001
H (-0.27102, 1.89408, -1.48302)  0.002
C (2.47316, -0.59451, -0.09978)  0.144
C (2.15425, 0.57949, 0.42445)  0.617

Computed properties:
Frontier orbital gap (spin up / spin down) (eV): 6.23 / 6.68
HOMO energy (spin up / spin down) (eV): -9.5007 / -13.0113
Multiplicity: 3
⟨S²⟩: 2.01
Total charge: +1

***

(4)
# C7H11N2O

A cluster of 2 separate species, C7H11N2O in total in a non-equilibrium geometry (ωB97M-V with the def2-TZVPD basis set, the Open Molecules 2025 dataset).

Last column: natural (NBO) charge in e.
Cartesian coordinates (Å):
N (-1.65199, -0.53983, 0.00734)  -0.751
H (3.12004, 2.34781, 0.61516)  0.267
C (1.40565, 0.83892, 0.95723)  -0.192
O (1.92877, -0.36595, -0.80267)  -0.400
H (-0.08378, -1.41946, 1.47519)  0.223
N (0.17144, -2.50771, -0.16204)  -0.723
H (-3.76016, 1.03753, -0.06737)  0.200
H (-2.37371, -0.60613, 0.78816)  0.408
H (-2.01597, -1.03595, -0.83075)  0.406
C (2.84897, 0.65688, -0.67741)  0.155
C (0.17793, -1.35599, 0.45776)  0.246
H (0.53816, -2.83070, -1.05291)  0.438
C (-1.67149, 0.84321, -0.41653)  -0.073
H (-0.69672, 1.24160, -0.67141)  0.215
H (-0.46622, -3.14759, 0.26351)  0.406
C (-2.79767, 1.50850, -0.45780)  -0.357
C (2.55714, 1.43909, 0.39633)  -0.299
H (-2.92471, 2.53465, -0.63748)  0.231
C (1.11160, -0.27666, 0.26999)  0.137
H (3.73047, 0.48638, -1.22959)  0.227
H (0.85225, 1.15141, 1.77528)  0.236

Computed properties:
Frontier orbital gap (eV): 9.31
HOMO energy (eV): -13.0207
Total charge: +1

***

Let's list DFT total energy in order: -327.93409 -327.47408 -382.32186 -457.75740 hartree.
Let's list ΔE to the lowest compared entry with this formula, charge and spin in order: 4.187 8.942 3.616 2.221 eV.